{
  "formula": "C11H19I3N2RuSi",
  "method": "ωB97M-V with the def2-TZVPD basis set",
  "species": ["Ru", "C", "C", "C", "C", "C", "C", "N", "N", "Si", "C", "C", "C", "H", "H", "H", "H", "H", "H", "H", "H", "H", "H", "H", "H", "H", "H", "H", "I", "C", "I", "H", "H", "I", "C", "H", "H"],
  "positions_angstrom": [[-0.7445, 1.2883, -0.4171], [2.3562, 2.4153, -2.1776], [2.3687, 1.1874, -1.3268], [3.5062, 0.4323, -1.1045], [3.4477, -0.6712, -0.2570], [2.2725, -1.0242, 0.3761], [1.1560, -0.2357, 0.1138], [1.2262, 0.8184, -0.7307], [-0.1281, -0.2865, 0.5931], [-0.8638, -1.7312, 1.3151], [-0.1309, -2.0060, 3.0026], [-0.5401, -3.1661, 0.1661], [-2.7021, -1.4621, 1.4673], [3.2909, 2.5184, -2.7232], [2.2249, 3.3032, -1.5549], [1.5324, 2.3875, -2.8884], [4.4323, 0.7110, -1.5856], [4.3419, -1.2560, -0.0844], [2.2190, -1.8607, 1.0563], [0.9435, -2.1940, 2.9772], [-0.6019, -2.8724, 3.4734], [-0.3034, -1.1411, 3.6461], [0.5239, -3.3414, 0.0016], [-1.0048, -2.9976, -0.8086], [-0.9629, -4.0855, 0.5769], [-2.9470, -0.6836, 2.1910], [-3.1601, -2.3847, 1.8329], [-3.1723, -1.2455, 0.5042], [-0.7043, 4.0703, 0.4812], [-2.8207, 3.8651, 0.3231], [-3.2839, 1.7975, 0.4999], [-3.1244, 4.2138, -0.6567], [-3.2963, 4.4173, 1.1246], [-1.5022, 1.9463, -3.0644], [-1.2334, 0.1278, -1.9762], [-0.4338, -0.4545, -2.4253], [-2.1817, -0.3999, -1.9410]],
  "homo_energy_ev": [-11.05, -11.45],
  "total_energy_ev": -49452.5196,
  "multiplicity": 2,
  "charge": 1,
  "s2": 0.756,
  "e_above_lowest_kcal_mol": 0.0,
  "e_lumo_ev": [-3.68, -4.05],
  "gap_ev": [7.373, 7.402]
}